No. 1
DFT (ωB97M-V/def2-TZVPD) results for a structure of composition C61H67GeN5O2PRbSSe in a non-equilibrium geometry.

Each line ends with the Mulliken charge.
Cartesian coordinates (Å):
Rb 0.2805 0.5456 0.1253  -1.309
Se 1.0414 -1.5643 -2.5728  -0.063
Ge 1.3481 -2.6620 -5.5832  0.759
S 2.2787 3.1191 -0.2753  -0.403
P -2.8057 -0.4962 0.9502  1.384
O 2.0910 -1.1247 -0.4198  1.247
O -0.8366 0.3130 2.5745  0.391
N 0.3314 4.7951 -1.2176  -1.042
N -0.3243 3.6625 -1.5347  0.733
N 2.0275 5.7635 -0.0538  -0.172
N 2.3205 0.9392 2.1872  2.164
N -1.6194 1.3577 -2.1797  1.305
C 3.5701 0.4693 2.0721  -0.121
C -5.1280 2.6153 -0.4405  -0.696
C -3.0667 3.4272 5.5063  -0.941
C -2.5484 -3.2058 0.3590  -1.066
C 2.6219 -1.3132 -6.2123  -1.094
C -3.6689 -4.5097 -1.3248  -0.552
C -3.2561 -2.0513 -0.0077  0.666
C -2.7431 2.4421 -3.9718  -0.380
C 0.1120 -1.8177 -4.3469  -1.183
C 1.0313 -1.4117 6.2041  -0.618
C -0.3395 0.0872 4.8597  -0.745
C 4.5379 0.7222 3.0414  -1.074
C -3.3930 -1.1371 2.5783  -1.659
C 2.9381 2.0315 4.2195  -0.660
C -0.0894 -1.9659 6.8019  -0.598
C 1.9240 -3.4697 3.2142  -0.382
C 2.8909 -2.6431 1.1424  -0.925
C -6.6821 0.9783 0.3771  -0.717
C -0.5824 1.0581 3.6673  2.699
C 2.6978 -3.9227 0.6057  -0.511
C -3.8675 3.8418 4.4483  -0.686
C -1.3439 -1.5027 6.4177  -1.004
C 2.4885 -2.4427 2.4620  0.523
C -4.3579 -3.3716 -1.7231  -0.768
C -3.6088 3.3575 3.1715  -0.567
C -1.8555 2.4675 -2.8922  0.466
C -2.7568 -4.4196 -0.2793  -0.610
C 2.5367 7.0501 -2.1267  -1.061
C -2.0234 2.5328 5.2891  0.102
C 4.3854 -1.2949 -2.0804  -0.266
C -2.5662 2.4619 2.9661  -0.362
C 5.3408 -2.8827 -0.5753  0.044
C 3.2626 -1.4913 0.1778  2.217
C 4.3464 -1.9439 -0.8483  -0.346
C -4.3000 0.5306 0.4964  0.388
C 0.9053 -0.4113 5.2428  0.402
C 4.2221 1.5386 4.1139  -1.003
C -3.0875 0.1042 -3.5991  -1.237
C -5.6242 0.1478 0.7235  -0.203
C -4.1548 -2.1574 -1.0713  -0.270
C -3.3626 1.2513 -4.3217  -1.167
C 1.7569 -4.7349 2.6691  -0.863
C 0.5725 2.1242 3.4237  -1.338
C 1.4380 4.5868 -0.5341  0.014
C 6.3128 -2.5758 -2.7607  -0.603
C -2.2060 0.2220 -2.5322  -0.640
C 0.1929 -3.1425 -1.8244  -0.189
C 5.3523 -1.6067 -3.0290  -0.987
C 6.3089 -3.2059 -1.5230  -0.860
C -4.0744 1.7789 -0.0846  -0.840
C -1.7653 2.0237 4.0147  -0.513
C -1.1318 3.7111 -2.5319  0.169
C 2.3797 -4.0997 -4.7465  -0.808
C 0.4603 -3.4451 -7.1606  -1.306
C 1.9918 1.6680 3.2594  -0.741
C -1.3304 4.9331 -3.3895  -1.606
C 3.9964 -0.2476 0.8159  -1.337
C 1.8316 7.0141 -0.7725  -0.506
C -6.4364 2.2182 -0.2077  -0.694
C -1.4574 -0.4961 5.4716  -0.306
C 2.1507 -4.9558 1.3525  -0.850
H 3.9361 0.4948 0.0104  0.381
H 1.5938 -3.2642 4.2271  0.335
H 3.6220 6.9880 -2.0027  0.318
H -0.8886 -3.0429 -1.8911  0.045
H -0.7354 5.7434 -2.9791  0.334
H -2.2405 -1.9328 6.8521  0.401
H 5.0508 -0.5017 0.9419  0.478
H -4.2191 3.6727 2.3315  0.417
H 0.5143 -4.0400 -2.3553  0.442
H -4.7007 -1.2812 -1.4028  0.492
H -2.1903 -5.2928 0.0249  0.403
H 2.1290 -0.5626 -6.8366  0.384
H 2.6463 2.6703 5.0437  0.448
H -4.6802 4.5389 4.6175  0.367
H 0.5215 2.8331 4.2534  0.455
H 2.5671 -1.4627 2.9134  -0.068
H -2.9414 3.3420 -4.5385  0.391
H -1.0134 4.7465 -4.4207  0.333
H 7.0624 -2.8287 -3.5028  0.376
H 0.7628 7.1508 -0.9147  0.290
H 2.9837 5.5646 0.1978  0.238
H -0.2006 -4.2598 -6.8520  0.360
H 2.3034 7.9724 -2.6704  0.331
H 2.1916 7.8269 -0.1377  0.398
H 0.2650 2.6426 2.5078  0.301
H 3.1967 -4.4116 -5.4036  0.399
H 7.0612 -3.9530 -1.2929  0.404
H 0.5017 -3.1924 -0.7822  -0.240
H 3.4305 -1.7737 -6.7860  0.333
H -2.5670 -1.6722 3.0469  0.365
H -3.5324 -0.8520 -3.8454  0.625
H -5.0648 -3.4271 -2.5449  0.403
H 1.8083 -0.0404 4.7850  -0.255
H -1.9507 -0.6485 -1.9346  0.665
H 0.0070 -2.7496 7.5442  0.343
H -1.4044 2.2211 6.1240  0.491
H 1.3086 -5.5313 3.2524  0.388
H -0.8142 -2.3875 -4.2300  0.320
H -3.0548 2.1018 -0.2597  0.481
H -7.7014 0.6576 0.5624  0.369
H 3.6386 -0.5377 -2.2811  0.549
H -4.0494 1.2228 -5.1602  0.382
H -2.4457 -0.1545 5.1894  0.464
H 2.0202 -1.7642 6.4741  0.404
H 2.9561 -4.1037 -0.4313  0.432
H -5.8385 -0.8211 1.1611  0.311
H 1.7531 -4.9704 -4.5319  0.326
H -3.2591 3.7976 6.5075  0.391
H 4.9712 1.7869 4.8573  0.349
H 5.5345 0.3138 2.9276  0.470
H 1.2031 -3.8463 -7.8570  0.350
H 5.3593 -3.3733 0.3906  0.395
H -3.8334 -5.4540 -1.8301  0.363
H -2.3815 5.2407 -3.4130  0.328
H 3.0544 -0.8065 -5.3441  0.243
H 5.3543 -1.0912 -3.9835  0.350
H 2.8044 -3.7312 -3.8091  -0.042
H 2.2146 6.1974 -2.7286  0.260
H -4.2615 -1.7887 2.4811  0.705
H -3.6330 -0.2758 3.2054  0.381
H -4.9185 3.5781 -0.8936  0.510
H -0.1511 -0.8187 -4.7018  0.428
H -1.8036 -3.1396 1.1490  0.294
H -2.3497 2.0702 1.9789  0.299
H -7.2615 2.8701 -0.4702  0.362
H -0.1382 -2.6945 -7.6843  0.356
H 2.0153 -5.9327 0.8975  0.374

For the electronic energy, the calculation gives -218533.297 eV. The highest occupied orbital energy is -0.08016 Eh. As for the orbital gap: 5.8 eV. For the largest force on an atom, the calculation gives 0.0248 Eh/bohr. The LUMO energy comes out at 3.577 eV. Its total charge is -2. The value obtained for the molecular weight is 1202.3 g/mol.

=====

No. 2
DFT (ωB97M-V/def2-TZVPD) results for a cluster of 2 separate species, C4H10NO3 in total in a non-equilibrium geometry.

Each line ends with the natural charge from an NBO analysis.
Cartesian coordinates (Å):
O 0.4584 -1.0548 -2.4890  -0.967
O 0.8444 -2.0064 1.3770  -0.449
O 2.0117 0.9249 -0.5705  -0.488
N -1.6846 -0.6335 0.7247  -0.663
C -0.2860 -0.1482 0.4224  -0.200
C 0.6859 -0.8322 1.4387  0.433
C 1.1607 1.7197 -0.3121  0.451
C -0.1472 1.3511 0.3641  -0.552
H -2.0306 -1.2680 -0.0076  0.459
H 1.2800 2.8007 -0.5322  0.145
H -1.7640 -1.1404 1.6079  0.450
H -0.1268 1.8262 1.3505  0.252
H 1.2257 -0.6802 -2.9515  0.496
H -2.3573 0.1299 0.7865  0.444
H 0.0178 -0.6465 -0.4883  0.309
H 0.5085 -2.0060 -2.6742  0.487
H 1.1500 -0.1390 2.1727  0.144
H -0.9464 1.8027 -0.2190  0.250

For the electronic energy, the calculation gives -11934.966 eV. The highest occupied orbital energy is -0.51812 Eh. As for the orbital gap: 10.1 eV. For the largest force on an atom, the calculation gives 0.0274 Eh/bohr. The LUMO energy comes out at -4.004 eV. Its total charge is +1. Its energy above the lowest of the compared OMol25 structures with the same formula, charge and spin is 37.9 kcal per mole. The value obtained for the molecular weight is 120.1 g/mol.

=====

No. 3
DFT (ωB97M-V/def2-TZVPD) results for a cluster of 2 separate species, C30H39BBr2ClN2O7P2S in total in a non-equilibrium geometry.

Each line ends with the Mulliken charge.
Cartesian coordinates (Å):
Br -5.3594 -0.9934 2.7414  -0.136
Br -3.2326 -5.1215 1.8409  -0.106
Cl -0.5374 3.9249 0.0912  -0.568
S -4.3034 -0.4980 -3.4073  -0.256
P 2.0528 2.4934 2.6291  0.514
P 4.3504 3.4191 0.5498  0.134
O -3.7372 -4.3254 -2.1295  -0.545
O -1.4905 1.2631 -2.7781  -0.503
O -1.0089 1.7570 2.2244  -0.499
O -0.3990 -3.8552 1.1720  -0.433
O 5.0769 2.4317 1.7175  -0.488
O -5.4967 -3.7394 -0.5881  -0.648
O -0.4214 -2.8802 3.2234  -0.401
N 3.7228 4.9064 1.2797  -0.688
N 3.6361 2.7133 -2.5848  -0.248
C 0.1883 -3.2180 2.0116  0.672
C -3.2633 -2.2970 -0.5006  0.291
C -1.0734 0.8441 -1.7137  -0.131
C -0.7473 1.1694 1.1993  -0.678
C -4.8002 -2.8897 2.6887  0.294
C -3.9642 0.5890 -4.8521  -0.197
C 5.4442 -0.9843 -1.1504  -0.783
C 1.8821 0.9466 3.6673  -0.696
C 4.9776 0.6029 -3.2173  -0.382
C 1.0912 3.9346 3.3311  -1.130
C 2.7817 2.6090 -0.1357  0.665
C -2.2385 -1.0516 1.5218  0.021
C -3.7657 -3.2186 1.8647  -0.951
C -3.0629 -2.1599 0.9648  1.313
C -5.6104 -3.8522 3.5991  -1.213
C 6.0611 -0.2932 -2.4445  -0.633
C -2.7304 -1.3764 -2.9426  -1.225
C -1.7843 -0.2006 -0.8118  0.339
C 4.9081 1.9756 -2.3919  -0.416
C -2.0319 -0.9621 3.0668  -1.037
C 0.2702 1.4257 -1.1745  0.127
C 1.3676 1.7984 -2.0759  -0.530
C 1.6546 -2.7572 1.6343  -0.665
C 1.6987 2.2004 0.8230  -0.377
C -4.9150 1.8564 -4.9178  -0.908
C 0.4436 1.6097 0.2988  0.530
C -1.6010 -0.0451 0.6639  0.096
C -2.5979 -1.3031 -1.3817  -0.103
C -0.5476 -1.4511 3.3659  0.095
C 2.6442 2.3958 -1.5873  0.006
B -4.1909 -3.4801 -1.0929  1.026
H 4.8470 -0.2425 -0.5382  0.087
H -5.7815 -3.3163 4.5761  0.337
H 2.9217 5.1546 0.6731  0.311
H -2.1863 0.0799 3.4465  0.385
H 5.0219 2.8278 2.6090  0.322
H 5.4169 0.7629 -4.2435  0.306
H 1.3259 3.9592 4.4411  0.399
H 0.8274 0.6221 3.8584  0.010
H 1.5419 4.8764 2.9065  0.246
H 2.4550 0.1024 3.1775  0.100
H 4.4236 5.6250 1.0482  0.359
H -2.7768 -1.6134 3.5975  0.473
H -2.8328 -2.4401 -3.3059  0.532
H -6.6134 -4.1219 3.1635  0.255
H 4.7307 -1.7945 -1.4518  0.278
H 2.3216 -2.7233 2.5333  0.313
H -2.8968 0.9153 -4.9316  0.151
H 2.1064 -3.4253 0.8563  0.336
H 6.5967 -1.0096 -3.1176  0.388
H 6.2635 -1.3435 -0.4624  0.326
H -5.0881 -4.8095 3.8443  0.389
H 1.2190 1.6504 -3.1790  0.184
H -5.6503 1.8693 -4.0715  0.271
H 5.7724 2.6159 -2.7398  0.151
H -0.0185 3.8877 3.1941  0.271
H 5.1311 1.7004 -1.3330  -0.104
H 3.9853 0.0787 -3.2618  0.264
H -4.5419 -4.7944 -2.4300  0.298
H 0.1273 -0.8722 2.6735  -0.570
H 6.8102 0.4583 -2.0423  0.279
H -0.2646 -1.1260 4.4122  0.493
H -4.2596 2.7751 -4.8979  0.246
H -4.1794 -0.0253 -5.7767  0.364
H -5.9784 -2.9027 -0.4667  0.315
H 1.5460 -1.7404 1.1463  -0.009
H 2.3962 1.1181 4.6562  0.547
H -1.8471 -0.9452 -3.4748  0.449
H 3.2564 2.3840 -3.4795  0.430
H -5.4692 1.8691 -5.9017  0.268

For the electronic energy, the calculation gives -231752.177 eV. The highest occupied orbital energy is -0.14576 Eh. As for the orbital gap: 5.5 eV. For the largest force on an atom, the calculation gives 0.0559 Eh/bohr. The LUMO energy comes out at 1.497 eV. Its total charge is -1. The value obtained for the molecular weight is 839.7 g/mol.

=====

No. 4
DFT (ωB97M-V/def2-TZVPD) results for the ion C5H11N6 with charge +1 in a non-equilibrium geometry.

Each line ends with the natural charge from an NBO analysis.
Cartesian coordinates (Å):
N -0.6829 0.1280 -0.7489  -0.365
N -1.1484 2.3235 0.3383  -0.806
N -2.3560 -0.9930 0.0838  -0.479
N 1.5632 -0.3708 -0.1186  -0.247
N 1.4447 -1.5396 0.4636  0.069
N 0.4544 -2.2900 0.2560  -0.493
C -2.3571 0.2377 0.7462  -0.158
C 0.7134 0.2613 -1.1064  -0.053
C -1.3269 0.9408 0.1705  0.322
C 2.7203 0.3302 0.3155  -0.427
C -1.2227 -1.1156 -0.7283  0.320
H -0.2765 2.8608 -0.0558  0.420
H 3.5765 0.4167 -0.4808  0.216
H -3.0251 -1.6809 0.3216  0.442
H -3.2244 0.5987 1.2716  0.252
H 0.9081 1.3379 -1.1152  0.228
H 0.4711 -3.1478 0.9101  0.378
H 2.5576 1.3581 0.5791  0.206
H 3.0501 -0.1757 1.3041  0.261
H 0.7145 -0.1143 -2.1051  0.226
H -1.5659 2.5398 1.1821  0.406
H -0.9877 -1.9059 -1.4833  0.283

For the electronic energy, the calculation gives -14294.517 eV. The highest occupied orbital energy is -0.43824 Eh. As for the orbital gap: 9.2 eV. The SMILES is [H]/N=N/N(C)Cn1c[nH+]cc1N. For the largest force on an atom, the calculation gives 0.0901 Eh/bohr. The LUMO energy comes out at -2.753 eV. Its total charge is +1. Its energy above the lowest of the compared OMol25 structures with the same formula, charge and spin is 90.9 kcal per mole. The value obtained for the molecular weight is 155.2 g/mol.

=====

Q: Look up the LUMO energy of the third one.
A: 1.497 eV

=====

Q: The lowest LUMO energy belongs to which entry?
A: C4H10NO3

=====

Q: Which value of electronic energy does entry 2 give?
A: -11934.966 eV